No. 1
Below is a molecular structure, C39H37F6GeN6OPbSb, with properties calculated with ωB97M-V with the def2-TZVPD basis set.

Results
energy relative to the best compared isomer or geometry (same formula, charge and spin)	0.1999	eV
net charge	-1
DFT total energy	-5021.62903	a.u.
Kohn-Sham gap (alpha / beta)	5.46 / 6.25	eV
lowest unoccupied orbital energy (alpha / beta)	2.34 / 2.00	eV
spin multiplicity	2
<S²>	0.792

Cartesian coordinates (Å):
Pb -0.135 0.668 -1.496
N -4.118 2.989 -0.124
C -3.120 2.111 -0.343
N -1.946 2.427 -0.761
C -1.622 3.771 -0.987
N -0.402 4.118 -1.270
N 0.459 3.073 -1.326
C 1.777 3.341 -1.418
C 2.654 2.232 -1.267
C 4.044 2.221 -1.452
C 4.702 0.997 -1.361
C 4.044 -0.183 -1.050
C 2.651 -0.142 -0.789
N 2.028 1.058 -0.966
C -2.681 4.773 -0.832
C -2.487 6.131 -1.084
C -3.513 7.039 -0.889
C -4.756 6.601 -0.438
C -4.971 5.258 -0.186
C -3.939 4.348 -0.383
H -4.999 2.603 0.190
H -3.336 1.079 -0.101
H 2.134 4.348 -1.606
H 4.572 3.130 -1.706
H 5.773 0.969 -1.527
H 4.586 -1.115 -0.949
H 1.083 -0.914 0.379
H -1.514 6.450 -1.431
H -3.350 8.090 -1.089
H -5.560 7.309 -0.286
H -5.934 4.904 0.163
F -3.567 -0.926 0.411
Sb -5.439 -1.012 0.071
F -5.582 0.744 0.847
F -5.693 -1.759 1.784
F -5.128 -0.173 -1.597
F -5.249 -2.722 -0.696
F -7.296 -1.009 -0.245
C 1.772 -1.191 -0.411
Ge 2.102 -3.044 -0.584
C 2.982 -3.464 -2.287
C 4.172 -4.183 -2.374
C 4.770 -4.434 -3.605
C 4.182 -3.965 -4.771
C 2.996 -3.244 -4.702
C 2.406 -2.997 -3.471
C 0.339 -3.894 -0.589
C -0.006 -4.900 -1.488
C -1.303 -5.404 -1.532
C -2.276 -4.896 -0.684
C -1.949 -3.892 0.219
C -0.652 -3.404 0.267
C 3.218 -3.821 0.841
C 3.383 -5.199 0.994
C 4.180 -5.718 2.006
C 4.829 -4.860 2.887
C 4.672 -3.488 2.752
C 3.871 -2.976 1.737
H 4.644 -4.551 -1.469
H 5.696 -4.994 -3.652
H 4.647 -4.157 -5.730
H 2.533 -2.873 -5.608
H 1.481 -2.431 -3.426
H 0.737 -5.284 -2.179
H -1.557 -6.179 -2.246
H -3.295 -5.258 -0.738
H -2.713 -3.467 0.857
H -0.426 -2.592 0.952
H 2.872 -5.880 0.320
H 4.293 -6.790 2.111
H 5.450 -5.262 3.678
H 5.172 -2.815 3.439
H 3.746 -1.902 1.634
O -0.590 0.484 0.839
C -0.525 1.333 1.744
C -1.219 1.078 3.056
C -2.425 2.006 3.261
C -2.060 3.403 3.757
C -1.191 4.222 2.806
C 0.168 3.596 2.507
N 0.118 2.485 1.571
H -0.509 1.199 3.880
H -1.541 0.039 3.031
H -3.096 1.537 3.983
H -2.991 2.074 2.328
H -1.536 3.310 4.717
H -2.980 3.957 3.962
H -1.019 5.208 3.246
H -1.711 4.390 1.857
H 0.653 3.283 3.437
H 0.817 4.339 2.046
H 0.497 2.635 0.636

***

No. 2
Below is 2 unconnected molecules or ions with the total composition C5H9NO, with properties calculated with ωB97M-V with the def2-TZVPD basis set.

Results
energy relative to the best compared isomer or geometry (same formula, charge and spin)	2.5797	eV
SMILES	[H]/N=C/C.C=CC=O
net charge	0
DFT total energy	-325.84275	a.u.
Kohn-Sham gap	10.38	eV
lowest unoccupied orbital energy	0.27	eV
spin multiplicity	1

Cartesian coordinates (Å):
H 0.161 2.464 -1.176
N 0.862 1.853 -0.754
C 0.458 1.429 0.373
C 1.313 0.531 1.217
H -0.517 1.702 0.804
H 2.065 0.034 0.599
H 1.823 1.141 1.970
H 0.722 -0.220 1.753
C 0.110 -1.517 -1.176
C -0.901 -0.684 -0.963
C -1.729 -0.925 0.231
O -2.922 -0.730 0.254
H 0.463 -2.175 -0.381
H 0.589 -1.595 -2.143
H -1.270 0.037 -1.689
H -1.192 -1.388 1.088